The following is a DFT calculation (wB97M-V/def2-TZVPD) of a molecular structure, C19H31CrF9OP2.

Calculated values
frontier orbital gap (spin up / spin down) = 5.86 / 6.21 eV
electronic energy = -93701.642 eV
energy relative to the best compared isomer or geometry (same formula, charge and spin) = 6.032 eV

ORCA input file:
```
! RIJCOSX wB97M-V def2-TZVPD def2/J DEFGRID3
* xyz 0 5
P -0.487 -0.807 -3.109
P 0.377 -0.308 -5.039
C -0.160 -2.653 -4.861
C 0.633 -1.871 -5.877
H -1.235 -2.714 -5.092
H 0.263 -3.611 -4.515
H 1.698 -2.121 -5.973
H 0.185 -1.796 -6.869
C -1.142 0.401 -5.734
H -1.810 0.748 -4.935
H -1.653 -0.351 -6.345
H -0.895 1.263 -6.366
C 1.633 0.973 -5.181
H 1.449 1.570 -6.086
H 2.634 0.529 -5.271
H 1.637 1.686 -4.341
C -2.052 -1.136 -2.302
H -2.096 -2.152 -1.895
H -2.876 -0.996 -3.011
H -2.117 -0.422 -1.484
C 1.171 -0.418 -2.307
H 0.942 -0.017 -1.318
H 1.735 0.337 -2.865
H 1.854 -1.342 -2.213
Cr 0.632 -2.504 -2.882
C 0.621 4.664 -2.643
C 0.281 4.552 -3.935
C -1.031 4.123 -4.513
C -2.179 3.811 -3.511
C -2.171 2.454 -2.878
C -1.358 2.004 -1.899
C -0.110 2.637 -1.380
C -0.111 4.176 -1.430
C 1.191 -4.508 -2.435
H 1.556 5.182 -2.403
H 1.036 4.797 -4.695
H -0.897 3.284 -5.223
H -1.392 4.968 -5.126
H -2.272 4.629 -2.776
H -3.106 3.868 -4.111
H -3.025 1.821 -3.172
H -1.695 1.195 -1.244
H 0.769 2.212 -1.906
H -0.031 2.323 -0.323
H -1.131 4.567 -1.309
H 0.466 4.519 -0.560
H 1.958 -4.466 -1.643
H 1.608 -4.995 -3.334
H 0.305 -5.058 -2.072
F 2.987 -2.440 -0.023
C 2.084 -1.890 0.825
F 2.442 -2.225 2.096
F 2.194 -0.537 0.710
C 0.616 -2.374 0.399
O 0.355 -2.333 -0.901
C 0.485 -3.824 1.042
F 0.347 -3.804 2.399
F -0.583 -4.450 0.505
F 1.583 -4.573 0.742
C -0.361 -1.433 1.234
F 0.039 -1.183 2.509
F -0.441 -0.232 0.584
F -1.613 -1.949 1.276
*
```

The following is a DFT calculation (wB97M-V/def2-TZVPD) of a molecular structure, C19H31F10GaN2O5P.

Calculated values
frontier orbital gap = 6.40 eV
electronic energy = -122264.951 eV

ORCA input file:
```
! RIJCOSX wB97M-V def2-TZVPD def2/J DEFGRID3
* xyz -1 1
C -2.008 -3.025 1.203
C -2.447 -1.790 1.981
C -2.180 -0.454 1.305
F -0.831 -0.115 1.629
Ga -2.547 -0.273 -0.700
C -0.820 -0.367 -1.855
O -0.618 -1.165 -2.760
C 0.355 0.639 -1.630
F 0.306 1.547 -2.651
F 0.225 1.331 -0.480
C 1.786 0.010 -1.673
F 2.276 0.009 -2.923
F 2.596 0.830 -0.919
C 1.911 -1.383 -1.023
F 1.013 -1.479 -0.021
F 1.708 -2.378 -1.913
C 3.357 -1.564 -0.462
O 4.327 -1.566 -1.182
O 3.420 -1.801 0.870
P -4.157 -1.661 -1.667
C -3.461 -2.951 -2.802
C -2.394 -3.903 -2.265
C -5.285 -2.467 -0.427
C -6.530 -1.602 -0.232
C -3.256 1.678 -0.948
F -4.324 1.770 -1.800
F -3.720 2.228 0.225
F -2.355 2.587 -1.433
H -1.708 -3.794 1.916
H -2.798 -3.457 0.605
H -1.125 -2.809 0.613
H -3.493 -1.816 2.283
H -1.872 -1.775 2.906
H -2.788 0.294 1.811
H 2.882 -1.163 1.350
H -3.073 -2.414 -3.658
H -4.303 -3.548 -3.153
H -1.615 -3.388 -1.720
H -2.862 -4.657 -1.637
H -1.908 -4.446 -3.076
H -5.610 -3.407 -0.875
H -4.820 -2.728 0.519
H -7.306 -2.133 0.314
H -6.286 -0.658 0.245
H -6.919 -1.354 -1.214
C 1.758 -0.545 5.642
O 0.631 -0.993 5.667
N 2.190 0.419 4.808
C 3.552 0.908 4.846
C 1.261 0.989 3.838
H 2.547 -0.901 6.330
H 3.564 1.978 5.066
H 4.042 0.742 3.884
H 4.113 0.385 5.618
H 0.413 1.437 4.354
H 0.877 0.214 3.175
H 1.771 1.749 3.251
C 5.479 5.527 -2.556
O 6.659 5.284 -2.386
N 4.485 4.631 -2.446
C 3.095 4.987 -2.661
C 4.810 3.256 -2.101
H 5.120 6.537 -2.821
H 2.512 4.793 -1.759
H 2.677 4.400 -3.480
H 3.016 6.044 -2.910
H 5.315 3.223 -1.135
H 5.477 2.830 -2.850
H 3.896 2.672 -2.052
*
```

The following is a DFT calculation (wB97M-V/def2-TZVPD) of a molecular structure, C19H31F9IrOP2.

Calculated values
frontier orbital gap (spin up / spin down) = 4.43 / 4.69 eV
electronic energy = -68103.703 eV
energy relative to the best compared isomer or geometry (same formula, charge and spin) = 0.000 eV

ORCA input file:
```
! RIJCOSX wB97M-V def2-TZVPD def2/J DEFGRID3
* xyz 2 6
P 0.173 -1.434 -1.710
P -0.076 1.511 -1.551
C -0.177 -0.583 -3.316
C 0.370 0.814 -3.239
H -1.269 -0.608 -3.462
H 0.264 -1.176 -4.137
H 1.467 0.843 -3.330
H -0.027 1.458 -4.045
C -1.707 2.259 -1.883
H -1.951 2.917 -1.043
H -2.487 1.501 -1.975
H -1.706 2.870 -2.800
C 0.979 2.980 -1.459
H 0.930 3.590 -2.374
H 2.019 2.694 -1.294
H 0.643 3.598 -0.624
C -0.892 -2.896 -1.783
H -0.616 -3.584 -0.982
H -0.779 -3.424 -2.740
H -1.937 -2.606 -1.660
C 1.836 -2.132 -1.950
H 2.600 -1.352 -1.928
H 1.886 -2.653 -2.917
H 2.046 -2.858 -1.159
Ir 0.049 -0.117 0.047
C 0.545 1.736 -7.213
C -0.749 1.806 -6.946
C -1.849 1.003 -7.587
C -1.416 -0.311 -8.269
C -0.740 -1.282 -7.345
C 0.559 -1.373 -7.028
C 1.673 -0.528 -7.571
C 1.265 0.831 -8.177
C 0.175 -1.918 1.188
H 1.245 2.453 -6.744
H -1.130 2.590 -6.270
H -2.383 1.614 -8.334
H -2.595 0.755 -6.812
H -2.351 -0.809 -8.577
H -0.861 -0.102 -9.191
H -1.448 -2.027 -6.953
H 0.904 -2.203 -6.400
H 2.236 -1.087 -8.338
H 2.389 -0.335 -6.755
H 2.210 1.348 -8.415
H 0.745 0.687 -9.132
H 0.907 -1.932 2.014
H 0.246 -2.820 0.540
H -0.824 -1.929 1.668
F -0.643 2.623 3.289
C -1.051 1.479 3.872
F -1.165 1.676 5.212
F -2.259 1.157 3.365
C -0.033 0.276 3.427
O -0.049 0.248 2.098
C 1.461 0.473 3.970
F 1.537 0.685 5.311
F 2.156 -0.659 3.667
F 2.073 1.486 3.330
C -0.561 -1.041 4.238
F -0.608 -0.807 5.574
F -1.794 -1.363 3.791
F 0.215 -2.138 4.046
*
```

The following is a DFT calculation (wB97M-V/def2-TZVPD) of a molecular structure, C19H31F9OP2Pb.

Calculated values
frontier orbital gap (spin up / spin down) = 5.82 / 3.72 eV
electronic energy = -70514.327 eV
energy relative to the best compared isomer or geometry (same formula, charge and spin) = 1.513 eV

ORCA input file:
```
! RIJCOSX wB97M-V def2-TZVPD def2/J DEFGRID3
* xyz 2 1
P 0.181 -1.669 -2.117
P 0.708 1.622 -0.997
C 0.621 -0.224 -3.113
C 1.574 0.779 -2.458
H -0.332 0.263 -3.422
H 1.032 -0.591 -4.077
H 2.497 0.327 -2.069
H 1.860 1.552 -3.198
C -0.002 2.915 -2.187
H -0.525 3.656 -1.565
H -0.688 2.529 -2.957
H 0.880 3.393 -2.650
C 1.958 2.746 -0.369
H 2.195 3.517 -1.102
H 2.902 2.194 -0.225
H 1.502 3.182 0.529
C -0.519 -2.480 -3.641
H -0.861 -3.508 -3.472
H 0.206 -2.490 -4.467
H -1.395 -1.908 -3.971
C 1.735 -2.588 -1.926
H 2.583 -1.905 -1.766
H 1.911 -3.165 -2.845
H 1.684 -3.287 -1.086
Pb 2.639 0.595 1.462
C -2.066 1.111 -1.086
C -2.660 0.754 -2.287
C -3.933 -0.038 -2.354
C -3.768 -1.434 -1.601
C -2.456 -2.023 -1.716
C -1.255 -1.891 -0.881
C -1.040 -0.911 0.304
C -1.919 0.368 0.206
C 2.909 -1.602 1.780
H -1.991 2.184 -0.950
H -2.342 1.166 -3.259
H -4.305 -0.259 -3.368
H -4.751 0.538 -1.893
H -4.092 -1.292 -0.552
H -4.562 -2.058 -2.030
H -2.440 -2.892 -2.384
H -0.993 -2.877 -0.458
H 0.044 -0.619 0.363
H -1.290 -1.379 1.297
H -2.919 0.000 0.482
H -1.584 1.080 0.990
H 3.364 -1.699 2.798
H 3.549 -2.065 1.006
H 1.912 -2.087 1.756
F 3.412 0.229 4.440
C 2.460 0.940 5.132
F 2.373 0.397 6.372
F 2.936 2.214 5.253
C 1.089 0.912 4.377
O 1.214 1.014 3.024
C 0.302 -0.393 4.642
F -0.283 -0.461 5.858
F -0.677 -0.540 3.705
F 1.120 -1.479 4.512
C 0.266 2.117 4.928
F 0.519 2.370 6.249
F 0.585 3.216 4.208
F -1.075 1.935 4.827
*
```

The following is a DFT calculation (wB97M-V/def2-TZVPD) of a molecular structure, C19H31N2O6Ru.

Calculated values
frontier orbital gap (spin up / spin down) = 5.46 / 5.91 eV
electronic energy = -38035.786 eV
energy relative to the best compared isomer or geometry (same formula, charge and spin) = 3.287 eV

ORCA input file:
```
! RIJCOSX wB97M-V def2-TZVPD def2/J DEFGRID3
* xyz 2 2
Ru 0.231 0.673 0.024
O 0.005 -2.753 3.031
C 0.138 -1.963 1.993
O -0.023 -0.748 2.009
C 0.551 -2.716 0.758
O 0.069 -2.017 -0.378
C -1.194 -2.318 -0.803
C -2.258 -1.175 -0.242
O -3.347 -1.679 -0.046
O -1.773 0.015 -0.190
H -0.213 -2.267 3.839
H 0.219 -3.747 0.783
H 1.633 -2.692 0.712
H -1.554 -3.292 -0.498
H -1.270 -2.168 -1.880
C -1.812 1.795 -3.717
C -0.946 2.638 -2.786
C -1.798 3.217 -1.642
C 0.253 1.888 -2.238
C 0.507 0.531 -2.508
C 1.640 -0.103 -2.012
C 2.570 0.573 -1.219
C 3.839 -0.089 -0.760
C 2.334 1.920 -0.969
C 1.201 2.562 -1.463
H -2.635 2.403 -4.090
H -2.254 0.943 -3.182
H -1.256 1.425 -4.583
H -0.536 3.475 -3.354
H -2.194 2.409 -1.029
H -2.646 3.769 -2.055
H -1.231 3.908 -1.009
H -0.161 -0.013 -3.164
H 1.828 -1.137 -2.274
H 4.643 0.163 -1.457
H 3.750 -1.174 -0.744
H 4.145 0.266 0.223
H 3.066 2.487 -0.409
H 1.081 3.626 -1.294
C -1.445 2.392 2.100
N -0.324 3.186 2.595
C -0.586 4.644 2.697
C 0.928 2.687 2.453
O 1.184 1.699 1.660
N 1.911 3.218 3.188
C 3.330 2.870 2.933
C 1.667 4.075 4.361
H -2.374 2.867 2.398
H -1.422 1.386 2.494
H -1.463 2.339 1.012
H -1.144 4.974 1.817
H 0.340 5.207 2.732
H -1.179 4.882 3.581
H 3.395 1.963 2.351
H 3.837 2.716 3.885
H 3.840 3.677 2.399
H 0.639 3.988 4.699
H 1.895 5.121 4.155
H 2.319 3.747 5.168
*
```

The following is a DFT calculation (wB97M-V/def2-TZVPD) of a molecular structure, C19H31N3O6P2Sr.

Calculated values
frontier orbital gap = 1.90 eV
electronic energy = -56339.652 eV

ORCA input file:
```
! RIJCOSX wB97M-V def2-TZVPD def2/J DEFGRID3
* xyz 2 1
C -0.029 4.034 3.009
C -1.516 4.076 2.248
O -2.263 2.811 2.401
C -3.659 2.934 1.956
C -4.137 1.703 0.930
C -2.961 0.542 0.754
C -3.062 -0.972 1.456
P -4.653 -1.327 2.447
C -4.505 -2.853 3.585
O -4.904 0.025 3.573
C -1.797 -1.986 1.220
O -1.843 -3.350 1.845
C -0.437 -1.617 0.322
N 0.637 -2.665 0.262
C 1.785 -2.138 -0.554
C 3.107 -3.151 -0.688
C 3.412 -3.636 -2.220
C 4.905 -3.278 -2.790
O 5.952 -3.132 -1.769
C 6.885 -2.033 -2.078
C 1.866 -0.682 -1.275
P 3.442 -0.140 -2.281
O 3.000 1.383 -3.070
O 4.666 0.223 -1.092
N 0.765 0.338 -1.196
C -0.387 -0.143 -0.361
C -1.652 0.925 -0.156
C -1.538 2.392 -0.889
C -1.950 2.177 -2.480
N -3.332 1.580 -2.661
H -0.114 3.904 4.168
H 0.448 5.107 2.813
H 0.694 3.254 2.493
H -1.267 4.348 1.119
H -2.099 5.021 2.676
H -3.893 4.003 1.480
H -4.333 2.836 2.936
H -5.165 1.279 1.296
H -4.351 2.252 -0.106
H -3.429 -3.023 4.030
H -4.892 -3.785 2.957
H -5.279 -2.715 4.473
H -5.868 -0.083 3.861
H -2.561 -3.889 1.395
H 2.868 -4.142 -0.067
H 3.981 -2.591 -0.150
H 3.245 -4.802 -2.398
H 2.634 -3.091 -2.933
H 4.821 -2.355 -3.532
H 5.241 -4.194 -3.478
H 6.416 -1.140 -2.672
H 7.369 -1.552 -1.099
H 7.788 -2.448 -2.718
H 2.979 2.044 -2.293
H 4.134 0.429 -0.250
H -0.397 2.707 -0.878
H -2.251 3.215 -0.461
H -1.986 3.269 -2.945
H -1.087 1.538 -2.991
H -3.398 0.599 -2.310
H -4.076 2.198 -2.267
Sr 8.032 -0.232 -2.594
*
```

The following is a DFT calculation (wB97M-V/def2-TZVPD) of a single C19H31N5O2S molecule.

Calculated values
frontier orbital gap = 8.97 eV
electronic energy = -42586.844 eV
energy relative to the best compared isomer or geometry (same formula, charge and spin) = 1.389 eV

ORCA input file:
```
! RIJCOSX wB97M-V def2-TZVPD def2/J DEFGRID3
* xyz 0 1
C 6.256 2.698 -0.553
C 4.814 2.764 -1.044
C 4.329 1.458 -1.675
C 4.401 0.278 -0.725
S 3.450 0.631 0.764
O 4.253 1.238 1.786
O 2.196 1.250 0.455
N 3.167 -0.935 1.368
C 2.241 -1.742 0.731
N 2.220 -1.756 -0.539
C 1.183 -2.517 -1.197
N 0.025 -2.838 -0.385
C -1.037 -1.839 -0.312
C -1.808 -1.798 -1.633
C -3.005 -0.860 -1.504
N -2.537 0.474 -1.189
C -3.558 1.503 -1.323
C -4.724 1.354 -0.374
C -4.684 1.925 0.893
C -5.721 1.730 1.789
C -6.814 0.960 1.430
C -6.868 0.394 0.168
C -5.831 0.590 -0.726
C -1.850 0.494 0.087
C -0.620 -0.408 0.043
C 0.475 -3.372 0.867
N 1.455 -2.521 1.545
H 6.608 3.693 -0.295
H 6.325 2.080 0.338
H 6.909 2.292 -1.323
H 4.161 3.008 -0.204
H 4.720 3.559 -1.788
H 4.923 1.233 -2.565
H 3.289 1.583 -1.979
H 3.918 -0.609 -1.130
H 5.407 0.062 -0.384
H 3.200 -0.990 2.373
H 0.871 -1.945 -2.071
H 1.621 -3.462 -1.551
H -1.729 -2.201 0.462
H -1.164 -1.425 -2.428
H -2.141 -2.803 -1.896
H -3.542 -0.821 -2.455
H -3.696 -1.250 -0.734
H -3.067 2.467 -1.160
H -3.915 1.470 -2.357
H -3.837 2.533 1.176
H -5.676 2.181 2.769
H -7.623 0.807 2.129
H -7.723 -0.201 -0.122
H -5.884 0.151 -1.712
H -1.530 1.518 0.291
H -2.513 0.165 0.911
H 0.083 -0.024 -0.695
H -0.125 -0.369 1.016
H -0.372 -3.544 1.533
H 0.964 -4.336 0.661
H 1.225 -2.160 2.457
*
```

The following is a DFT calculation (wB97M-V/def2-TZVPD) of a single C19H31NO3 molecule.

Calculated values
frontier orbital gap = 8.75 eV
electronic energy = -27838.428 eV
energy relative to the best compared isomer or geometry (same formula, charge and spin) = 1.778 eV

ORCA input file:
```
! RIJCOSX wB97M-V def2-TZVPD def2/J DEFGRID3
* xyz 0 1
C 5.882 1.632 0.587
C 5.010 0.580 -0.032
C 5.263 0.105 -1.310
C 4.441 -0.860 -1.868
C 3.358 -1.345 -1.165
C 3.085 -0.869 0.117
O 2.019 -1.455 0.747
C 1.334 -0.769 1.769
C 0.439 0.375 1.241
O 1.202 1.516 0.907
C -0.343 -0.043 -0.027
N -1.782 0.062 0.123
C -2.375 1.265 -0.470
C -2.263 1.341 -2.006
C -1.674 2.499 0.121
C -3.853 1.384 -0.062
C -4.651 0.113 -0.323
O -6.008 0.258 0.039
C -3.975 -1.012 0.450
C -2.499 -1.214 0.068
C -1.914 -2.148 1.144
C -2.417 -1.940 -1.290
C 3.923 0.085 0.676
H 6.835 1.701 0.069
H 5.390 2.604 0.528
H 6.068 1.413 1.637
H 6.105 0.487 -1.869
H 4.644 -1.232 -2.861
H 2.709 -2.098 -1.585
H 0.704 -1.529 2.236
H 2.024 -0.383 2.531
H -0.277 0.623 2.040
H 1.677 1.829 1.685
H 0.032 0.595 -0.830
H -0.054 -1.062 -0.281
H -2.585 2.323 -2.344
H -2.882 0.595 -2.493
H -1.236 1.196 -2.330
H -1.707 2.461 1.207
H -2.188 3.400 -0.207
H -0.637 2.564 -0.186
H -4.304 2.221 -0.597
H -3.905 1.599 1.009
H -4.690 -0.112 -1.392
H -6.051 0.472 0.978
H -4.516 -1.947 0.287
H -4.031 -0.769 1.515
H -0.956 -2.563 0.847
H -1.789 -1.604 2.077
H -2.597 -2.977 1.315
H -3.061 -1.479 -2.032
H -1.400 -1.935 -1.673
H -2.730 -2.974 -1.169
H 3.752 0.457 1.675
*
```